A:
Density functional theory data (ωB97M-V/def2-TZVPD) for a cluster of 2 separate species, C4H8N4OS in total.

Last column: Mulliken charge in e.
Atoms and positions in Å:
C 0.60 -2.64 -0.53  -0.258
C 1.35 -0.69 -0.50  0.041
C -0.17 2.15 -0.94  -0.441
C -0.22 0.08 1.29  0.421
N 1.48 -1.81 -1.13  -0.623
N -0.05 -2.10 0.46  -1.038
N 0.40 -0.82 0.49  0.548
N 0.06 1.39 1.26  -0.159
O 0.70 1.96 0.18  -0.318
S -1.51 -0.50 2.26  -0.331
H 0.45 -3.66 -0.85  0.419
H 1.90 0.21 -0.67  0.529
H -0.79 1.26 -1.14  0.117
H 0.49 2.32 -1.79  0.246
H -0.81 3.01 -0.78  0.291
H -1.86 -0.46 -1.00  0.036
H -0.58 2.00 1.75  0.234
H -1.45 -1.70 1.63  0.287

Frontier orbital gap (alpha / beta) (Ha): 0.36619 / 0.17507
2S+1: 1

B:
Density functional theory data (ωB97M-V/def2-TZVPD) for an isolated molecule of C4H8N4OS.

Last column: Mulliken charge in e.
Atoms and positions in Å:
C -1.56 0.44 0.65  -0.452
C -0.94 -0.90 0.92  -0.662
C -1.43 0.92 -0.88  -0.539
C 0.59 -0.31 -0.49  0.261
N 1.29 -1.40 -0.81  -0.229
N 2.25 -1.58 -0.05  -0.504
N -0.20 0.28 -1.42  -0.246
N 2.51 -0.63 0.79  0.109
O 2.10 1.84 -0.03  -0.600
S 1.43 0.75 0.72  0.467
H -2.67 0.48 0.80  0.371
H -1.01 1.14 1.33  0.219
H -0.35 -0.91 1.84  0.370
H -1.40 -1.77 0.39  0.324
H -2.22 0.61 -1.72  0.284
H -1.38 1.97 -0.96  0.309
H -0.37 -0.27 -2.24  0.318
H 3.37 -0.65 1.16  0.199

Frontier orbital gap (alpha / beta) (Ha): 0.30796 / 0.30799
2S+1: 1

Last place for stability: A

A:
Density functional theory data (ωB97M-V/def2-TZVPD) for an isolated molecule of C9H11NO2.

Last column: Mulliken charge in e.
Atoms and positions in Å:
C 1.97 -0.55 -0.37  0.351
C 1.74 0.68 0.41  0.264
C 0.72 -0.84 -1.21  -1.606
C -0.64 -0.41 -0.57  0.538
C -1.52 -1.30 -0.04  -0.027
C -0.96 0.95 -0.63  -0.088
C -2.77 -0.98 0.43  -0.825
C -2.23 1.32 -0.19  -0.676
C -3.10 0.35 0.40  -0.189
H 3.09 -1.66 0.76  0.284
H 1.56 -1.45 1.29  0.358
H 2.63 -0.23 -1.13  0.435
H 0.69 -0.44 -2.22  0.421
H 0.73 -1.89 -1.28  0.568
H -1.21 -2.33 0.05  0.349
H -0.17 1.59 -1.11  0.330
H -3.56 -1.63 0.77  0.363
H -2.63 2.45 0.00  0.166
H -4.05 0.70 0.79  0.359
H 1.97 2.54 0.14  0.393
N 2.11 -1.74 0.46  -0.763
O 1.39 0.70 1.54  -0.574
O 1.97 1.69 -0.38  -0.430

Frontier orbital gap (Ha): 0.35445
2S+1: 1

B:
Density functional theory data (ωB97M-V/def2-TZVPD) for an isolated molecule of C9H11NO2.

Last column: Mulliken charge in e.
Atoms and positions in Å:
C -2.10 0.40 -0.35  0.335
C -2.07 -0.66 0.64  0.284
C -0.69 0.32 -1.05  -0.922
C 0.48 0.06 -0.18  0.595
C 1.34 1.14 0.23  -0.692
C 1.13 -1.16 -0.31  -0.348
C 2.67 0.89 0.51  -0.392
C 2.41 -1.41 -0.02  -0.560
C 3.24 -0.41 0.47  -0.490
H -3.04 1.85 0.66  0.248
H -1.46 1.79 0.94  0.294
H -2.93 0.33 -1.15  0.518
H -0.90 -0.57 -1.75  0.335
H -0.55 1.24 -1.63  0.407
H 1.01 2.12 0.26  0.500
H 0.58 -2.08 -0.59  0.210
H 3.33 1.74 0.79  0.292
H 2.74 -2.41 -0.07  0.397
H 4.26 -0.59 0.72  0.406
H -3.33 -1.85 -0.19  0.346
N -2.14 1.78 0.20  -0.788
O -1.60 -0.56 1.77  -0.505
O -2.35 -1.97 0.07  -0.471

Frontier orbital gap (Ha): 0.34557
2S+1: 1

Last place for stability: B

A:
Density functional theory data (ωB97M-V/def2-TZVPD) for a cluster of 2 separate species, C2H4N2O3 in total.

Last column: Mulliken charge in e.
Atoms and positions in Å:
C 1.68 -0.80 -1.15  -0.808
C 1.06 0.25 -0.31  0.244
N 0.69 1.10 0.39  0.498
N -2.26 0.18 1.04  0.610
O -2.01 -0.72 1.86  -0.460
O 0.09 1.91 1.09  -0.722
O -2.83 0.02 0.00  -0.441
H 1.37 -1.81 -0.77  0.260
H 1.30 -0.60 -2.12  0.273
H 2.80 -0.68 -1.17  0.266
H -1.88 1.15 1.15  0.283

Frontier orbital gap (Ha): 0.38284
2S+1: 1

B:
Density functional theory data (ωB97M-V/def2-TZVPD) for an isolated molecule of C2H4N2O3.

Last column: Mulliken charge in e.
Atoms and positions in Å:
C 1.72 -0.07 -0.61  0.170
C -0.42 0.42 0.57  -0.475
N 0.65 -0.48 0.17  -0.255
N -1.66 0.11 -0.10  0.960
O 2.00 1.07 -0.77  -0.516
O -1.67 -1.03 -0.46  -0.577
O -2.57 0.89 0.00  -0.541
H 2.25 -0.99 -1.00  0.274
H -0.55 0.21 1.71  0.228
H -0.14 1.45 0.42  0.401
H 0.39 -1.57 0.06  0.331

Frontier orbital gap (Ha): 0.37706
2S+1: 1

Last place for stability: A

A:
Density functional theory data (ωB97M-V/def2-TZVPD) for an isolated molecule of C2H3N2OP.

Last column: Mulliken charge in e.
Atoms and positions in Å:
C 1.11 0.03 0.20  -0.198
C -0.81 0.03 1.93  0.527
N 0.71 0.08 -0.98  -0.201
N -0.35 -0.25 -1.73  -0.443
O -1.96 0.04 1.90  -0.347
P 0.79 -0.20 2.21  -0.185
H 2.06 0.34 0.33  0.359
H -0.30 -0.01 -2.73  0.258
H -1.25 -0.06 -1.13  0.230

Frontier orbital gap (Ha): 0.32158
2S+1: 1

B:
Density functional theory data (ωB97M-V/def2-TZVPD) for a structure of composition C2H3N2OP.

Last column: Mulliken charge in e.
Atoms and positions in Å:
C -0.25 -0.53 0.53  -0.351
C -2.09 0.67 0.30  0.467
N 0.93 -0.36 0.22  -0.084
N 1.92 0.06 -0.66  -0.411
O -2.10 1.81 0.49  -0.387
P -2.39 -0.89 -0.31  -0.124
H -0.57 -0.69 1.46  0.423
H 2.82 -0.10 -0.35  0.235
H 1.73 0.02 -1.67  0.234

Frontier orbital gap (Ha): 0.31086
2S+1: 1

Last place for stability: B

A:
Density functional theory data (ωB97M-V/def2-TZVPD) for an isolated molecule of C9H11N3O.

Last column: Mulliken charge in e.
Atoms and positions in Å:
C -4.48 -0.04 0.53  -0.866
C -2.22 0.02 -0.09  0.746
C -1.80 -1.32 -0.24  -0.354
C -0.43 -1.70 -0.42  -0.459
C 0.65 -0.64 -0.24  0.160
C 2.84 -0.19 0.10  0.270
C 1.35 1.76 -0.19  -0.691
C 0.22 0.71 -0.17  0.537
C -1.18 1.05 -0.15  -0.812
H -4.31 -0.95 1.08  0.360
H -5.02 0.74 0.95  0.306
H -5.13 -0.17 -0.38  0.295
H -2.59 -2.11 -0.49  0.273
H 0.07 -2.60 -0.96  0.260
H 4.05 -1.65 0.86  0.249
H 4.53 -0.15 1.41  0.209
H 3.46 1.45 -0.75  0.249
H 1.27 2.48 0.61  0.307
H 1.46 2.30 -1.11  0.299
H -1.50 2.08 -0.10  0.361
N 1.96 -1.11 -0.15  -0.658
N 4.02 -0.64 0.71  -0.469
N 2.67 1.12 -0.20  -0.216
O -3.31 0.63 0.20  -0.354

Frontier orbital gap (Ha): 0.27620
2S+1: 1

B:
Density functional theory data (ωB97M-V/def2-TZVPD) for a cluster of 2 separate species, C9H11N3O in total.

Last column: Mulliken charge in e.
Atoms and positions in Å:
C -0.07 2.85 -0.45  -0.271
C 1.18 2.54 0.01  -0.507
C -0.95 1.88 -0.83  -1.049
C 1.61 1.25 -0.07  -0.671
C -0.49 0.52 -0.95  -0.316
C 0.85 0.27 -0.71  0.509
C 0.40 -2.63 1.38  -0.178
C 1.30 -1.14 -1.00  -0.135
C -0.59 -1.53 1.31  -0.134
N 0.60 -2.02 -1.55  -0.613
N -1.63 -1.75 0.56  0.520
N -2.68 -1.01 0.45  -1.013
O 1.48 -2.62 1.96  -0.546
H -0.29 3.86 -0.63  0.415
H 1.81 3.34 0.41  0.381
H -1.79 2.15 -1.32  0.488
H 2.57 1.10 0.25  0.501
H -1.00 -0.30 -1.36  0.765
H 0.17 -3.51 0.76  0.313
H 2.33 -1.28 -0.49  0.297
H -0.31 -0.58 1.76  0.354
H 0.91 -2.95 -1.81  0.229
H -1.63 -2.56 -0.11  0.378
H -2.59 -0.08 0.87  0.283

Frontier orbital gap (alpha / beta) (Ha): 0.30861 / 0.30859
2S+1: 1

Last place for stability: B